[1]
DFT (wB97M-V/def2-TZVPD) results for a cluster of 2 separate species, C3H8S in total.

* SMILES: C=C.CS
* molar mass: 76.16 g mol⁻¹
* relative energy (zero: lowest compared OMol25 entry of this formula, charge and spin): 25.34 kcal/mol
* energy: -517.24019 a.u.

CARTESIAN COORDINATES (ANGSTROEM)
C1 2.944 3.012 0.695
C2 1.875 3.789 0.517
H1 3.664 2.845 -0.114
H2 3.133 2.518 1.655
H3 1.686 4.283 -0.443
H4 1.155 3.956 1.326
C3 -0.146 -0.090 2.175
S1 0.140 1.006 3.588
H5 0.268 0.419 1.288
H6 -1.220 -0.275 2.005
H7 0.364 -1.061 2.294
H8 -0.423 0.213 4.523

[2]
DFT (wB97M-V/def2-TZVPD) results for a cluster of 2 separate species, C3H8S2 in total.

* SMILES: C=C.CSS
* molar mass: 108.23 g mol⁻¹
* relative energy (zero: lowest compared OMol25 entry of this formula, charge and spin): 61.93 kcal/mol
* energy: -915.37827 a.u.

CARTESIAN COORDINATES (ANGSTROEM)
C1 0.906 3.108 0.115
C2 2.060 2.912 0.841
H1 0.059 3.614 0.598
H2 0.730 2.401 -0.766
H3 1.983 2.787 1.930
H4 3.043 2.486 0.423
C3 0.336 -0.542 1.425
S1 -0.474 -0.300 -0.374
S2 -1.174 -2.202 -0.862
H5 1.044 0.178 1.860
H6 0.763 -1.552 1.312
H7 -0.482 -0.598 2.161
H8 -0.583 -2.163 -2.039

[3]
DFT (wB97M-V/def2-TZVPD) results for a structure of composition C3H8Si.

* molar mass: 72.18 g mol⁻¹
* relative energy (zero: lowest compared OMol25 entry of this formula, charge and spin): 93.70 kcal/mol
* energy: -408.39239 a.u.

CARTESIAN COORDINATES (ANGSTROEM)
C1 -0.856 -1.746 -0.088
C2 -0.144 0.105 0.064
C3 -1.131 1.184 0.029
Si1 1.702 0.084 -0.009
H1 -0.144 -2.527 0.028
H2 -1.925 -1.823 -0.045
H3 -1.012 1.786 -0.877
H4 -0.956 1.848 0.881
H5 -2.156 0.824 0.077
H6 2.200 0.300 -1.378
H7 2.178 -1.205 0.493
H8 2.244 1.170 0.825

[4]
DFT (wB97M-V/def2-TZVPD) results for an isolated molecule of C3H8Si2.

* SMILES: C1=C[SiH2][SiH2]C1
* molar mass: 100.27 g mol⁻¹
* relative energy (zero: lowest compared OMol25 entry of this formula, charge and spin): 13.23 kcal/mol
* energy: -698.00355 a.u.

CARTESIAN COORDINATES (ANGSTROEM)
C1 -0.571 -0.336 -1.234
C2 0.788 -0.520 -1.080
Si1 1.639 -0.239 0.529
Si2 -0.321 0.601 1.403
C3 -1.442 0.085 -0.076
H1 -1.118 -0.262 -2.146
H2 1.372 -0.623 -2.029
H3 2.503 -1.155 1.276
H4 2.689 0.573 -0.163
H5 -0.242 2.126 1.232
H6 -1.129 -0.067 2.453
H7 -2.229 0.696 -0.429
H8 -1.938 -0.880 0.263

[5]
DFT (wB97M-V/def2-TZVPD) results for the ion C3H9BNO2 with charge +1.

* SMILES: [NH3+][C@H]1CCOB1O
* molar mass: 101.92 g mol⁻¹
* relative energy (zero: lowest compared OMol25 entry of this formula, charge and spin): 2.81 kcal/mol
* energy: -349.61289 a.u.
* total charge: +1

CARTESIAN COORDINATES (ANGSTROEM)
N1 -1.251 1.387 -0.317
C1 -0.412 0.399 0.547
C2 -0.650 -1.082 0.189
C3 0.696 -1.721 -0.188
O1 1.691 -0.653 -0.251
B1 1.158 0.502 0.110
O2 1.635 1.753 0.157
H1 -0.588 2.258 -0.207
H2 -2.272 1.224 -0.100
H3 -1.205 1.009 -1.318
H4 -0.605 0.796 1.577
H5 -1.293 -1.272 -0.638
H6 -0.988 -1.625 1.021
H7 0.979 -2.338 0.630
H8 0.562 -2.399 -1.048
H9 2.542 1.762 -0.163

[6]
DFT (wB97M-V/def2-TZVPD) results for an isolated molecule of C3H9BO.

* SMILES: CCB(C)O
* molar mass: 71.92 g mol⁻¹
* relative energy (zero: lowest compared OMol25 entry of this formula, charge and spin): 0.77 kcal/mol
* energy: -219.82102 a.u.

CARTESIAN COORDINATES (ANGSTROEM)
C1 -1.800 0.766 -0.722
C2 -0.881 -0.219 -0.141
B1 0.684 0.235 0.153
C3 1.991 -0.668 -0.022
O1 0.786 1.433 0.802
H1 -2.767 0.399 -0.823
H2 -1.441 0.954 -1.710
H3 -1.797 1.833 -0.134
H4 -0.745 -0.952 -0.960
H5 -1.161 -0.695 0.796
H6 2.609 -0.314 -0.860
H7 2.576 -0.687 0.937
H8 1.532 -1.622 -0.351
H9 1.708 1.615 0.863

[7]
DFT (wB97M-V/def2-TZVPD) results for an isolated molecule of C3H9BS3.

* SMILES: SCCCB(S)S
* molar mass: 152.12 g mol⁻¹
* relative energy (zero: lowest compared OMol25 entry of this formula, charge and spin): 3.77 kcal/mol
* energy: -1339.15543 a.u.

CARTESIAN COORDINATES (ANGSTROEM)
S1 1.464 2.527 -0.174
C1 0.027 1.837 -1.040
C2 -0.647 0.587 -0.444
C3 0.274 -0.359 0.314
B1 -0.411 -1.729 0.648
S2 -1.678 -1.927 1.959
S3 -0.050 -3.262 -0.277
H1 2.239 1.455 0.018
H2 0.280 1.703 -2.086
H3 -0.693 2.647 -0.999
H4 -1.166 0.059 -1.241
H5 -1.421 0.930 0.238
H6 1.191 -0.548 -0.243
H7 0.590 0.112 1.244
H8 -1.185 -1.020 2.811
H9 1.185 -3.012 -0.728

[8]
DFT (wB97M-V/def2-TZVPD) results for a cluster of 2 separate species, C3H9BS3 in total.

* molar mass: 152.12 g mol⁻¹
* relative energy (zero: lowest compared OMol25 entry of this formula, charge and spin): 64.36 kcal/mol
* energy: -1339.05888 a.u.

CARTESIAN COORDINATES (ANGSTROEM)
B1 -2.831 0.606 -0.459
C1 1.015 -2.616 1.586
C2 0.191 -1.438 0.900
C3 -0.116 -1.729 -0.515
S1 -4.243 0.069 -1.432
S2 -2.834 1.288 1.258
S3 -0.638 -0.463 -1.702
H1 0.455 -3.500 1.679
H2 1.890 -2.917 0.984
H3 1.235 -2.451 2.636
H4 0.956 -0.667 0.814
H5 -0.526 -1.044 1.565
H6 0.882 -2.107 -0.802
H7 -0.770 -2.640 -0.600
H8 -5.225 0.602 -0.628
H9 -4.130 1.884 1.286

[9]
DFT (wB97M-V/def2-TZVPD) results for the ion C3H9BrNO with charge +1.

* molar mass: 155.02 g mol⁻¹
* relative energy (zero: lowest compared OMol25 entry of this formula, charge and spin): 72.28 kcal/mol
* energy: -2823.31765 a.u.
* total charge: +1

CARTESIAN COORDINATES (ANGSTROEM)
C1 -3.162 0.637 -0.325
C2 -1.139 -0.085 0.618
C3 2.193 -0.542 0.605
N1 3.036 -0.617 -0.655
O1 -1.972 -0.145 -0.360
Br1 0.913 0.969 0.253
H1 -3.108 1.448 -1.049
H2 -3.346 1.029 0.679
H3 -3.972 -0.040 -0.601
H4 -1.398 0.485 1.509
H5 -0.596 -1.013 0.802
H6 2.843 -0.139 1.388
H7 3.517 0.257 -0.924
H8 2.443 -0.906 -1.443
H9 3.749 -1.338 -0.496

[10]
DFT (wB97M-V/def2-TZVPD) results for an isolated molecule of C3H9ClNP.

* SMILES: CCN(C)PCl
* molar mass: 125.54 g mol⁻¹
* relative energy (zero: lowest compared OMol25 entry of this formula, charge and spin): 56.08 kcal/mol
* energy: -975.96143 a.u.

CARTESIAN COORDINATES (ANGSTROEM)
C1 1.499 0.317 -0.526
C2 0.266 1.005 -0.126
N1 -0.560 0.279 0.828
C3 -1.555 -0.638 0.254
P1 0.325 -0.217 2.497
Cl1 0.972 -2.079 2.079
H1 1.222 -0.687 -0.959
H2 2.229 0.788 -1.268
H3 2.342 -0.005 0.228
H4 0.459 2.058 0.139
H5 -0.492 1.028 -0.968
H6 -2.004 -1.271 1.115
H7 -2.315 -0.022 -0.192
H8 -1.200 -1.243 -0.549
H9 -0.917 -0.725 2.784

Number 6 is which compound?
C3H9BO

Look up the energy of the ninth one.
-2823.31765 a.u.

Which of these has the highest molar mass?
C3H9BrNO